No. 1
Here is one molecule with the formula C31H32N7O4P at a distorted geometry from OMol25. Energies are from ωB97M-V/def2-TZVPD.

Element x y z (Å)
1 C 0.238291 -3.139235 2.211288
2 O -3.197342 -0.771554 3.341478
3 H -3.823500 1.097574 -4.922676
4 N -3.511957 -4.216407 3.310890
5 C 0.895816 1.381046 2.610191
6 C -1.517967 -0.239911 -0.390297
7 O 2.490417 -3.309174 2.905260
8 H 4.317385 -0.266014 -1.114343
9 H -3.245636 2.475096 -3.977989
10 C -3.572850 0.659091 -2.136865
11 H 0.833366 -5.180285 2.525623
12 C -4.126198 1.846894 -4.173121
13 C 3.107682 -1.771852 -2.098472
14 H 5.692312 -1.085106 -2.271351
15 C -0.786682 -2.104377 2.057377
16 H 0.953602 0.567896 3.322175
17 C 1.185993 -1.175321 -0.128089
18 H -6.347549 2.135472 -2.431679
19 C 0.114057 2.271930 0.524081
20 C -1.226572 0.107236 -1.730530
21 C -1.743111 -6.178891 3.321264
22 H 2.469426 4.521182 4.355321
23 C 5.181584 -1.086219 -3.242029
24 H 1.834084 6.146299 4.017440
25 C -1.301711 -4.979245 2.681490
26 H 2.734873 0.109196 0.719302
27 H -0.485054 2.180318 -0.383966
28 C 1.915030 5.947177 1.317627
29 H -4.958583 2.455031 -4.545951
30 H -4.901512 0.247046 -0.475989
31 H -0.663130 -1.104454 2.640911
32 C 0.667842 3.503158 0.833807
33 C -2.359654 -4.016801 2.616232
34 C -2.097216 -2.648810 2.380162
35 H 0.565592 4.313000 0.107344
36 N 1.946945 4.912017 2.328619
37 H 0.905020 6.381804 1.231963
38 H -6.193260 0.445463 -1.868397
39 C 1.346704 3.713604 2.068796
40 C 3.380107 -0.816456 -1.091182
41 C -2.853815 -0.167182 0.031828
42 C -3.869012 0.227888 -0.820332
43 H 3.472971 5.710951 3.482650
44 N -3.049356 -1.967780 3.114391
45 H 5.014226 -0.033092 -3.540536
46 H -3.114255 -0.453284 1.050963
47 H 1.730493 -3.367930 -2.682662
48 C 0.954922 -2.218694 -1.045568
49 C 1.903698 -2.529073 -2.010252
50 H -0.214782 0.005577 -2.123475
51 C 1.428602 2.614444 2.959858
52 O 1.594264 -1.328805 2.662793
53 N 1.514046 -2.593105 2.598298
54 P -0.205057 -0.549002 0.832074
55 H 5.830974 -1.587820 -3.968506
56 C 2.449354 -0.552114 -0.097542
57 C -0.006355 -4.496983 2.443791
58 H 4.036635 -2.171633 -5.219817
59 C -2.222096 0.577068 -2.574114
60 N -4.530032 1.202404 -2.943188
61 H 2.154568 5.501165 0.344026
62 H 4.165632 -3.633330 -4.228388
63 H 2.576075 -2.848494 -4.401603
64 C 2.452523 5.328844 3.619814
65 H 0.041260 -2.811774 -0.970612
66 H -1.956746 0.882621 -3.588362
67 C 0.265902 1.155286 1.371454
68 N 3.947300 -1.850525 -3.168584
69 H 2.650980 6.716611 1.578774
70 H 1.916141 2.741813 3.922064
71 O -3.933625 -2.931588 3.665420
72 C -5.954089 1.136215 -2.682682
73 H -6.462617 0.786266 -3.590773
74 N -2.097107 -7.155085 3.852826
75 C 3.651713 -2.667263 -4.319723

Cartesian forces (eV/Å) of the 6 atoms listed first:
2.16 1.27 0.45
-0.08 -0.52 -0.03
-0.21 0.26 -0.07
1.82 1.61 -0.78
-0.04 0.16 0.05
0.13 0.23 -0.36

Summary:
LUMO level, Eh: -0.006
Orbital gap, eV: 6.849
Spin multiplicity: 1
Molecular weight, g mol⁻¹: 597.6
Total charge: 0

No. 2
Here is C24H35OSn as an isolated structure at a distorted geometry from OMol25. Energies are from ωB97M-V/def2-TZVPD.

Element x y z (Å)
1 C -3.097641 0.389617 -0.594932
2 H -4.667486 -0.057666 -1.971775
3 H -1.810873 3.710324 1.426243
4 H 0.916071 2.599160 -1.767832
5 C 3.222776 -0.957462 -2.711122
6 H -3.796744 -2.245113 1.254834
7 H -3.392550 -2.285559 -0.472525
8 H 3.257273 0.826060 4.370290
9 H 1.153906 0.591552 -4.232776
10 H 3.572645 1.166231 -1.104614
11 C -3.565144 -0.031595 -1.932994
12 H 0.170705 0.754738 -2.780384
13 H -2.098001 3.690204 -0.690053
14 C -2.766861 2.906595 -1.064923
15 C 1.778583 -1.943413 -0.074908
16 C -2.899559 -0.477387 0.512899
17 C 0.086223 -3.688906 -1.404520
18 C 0.578568 -1.474013 -0.555364
19 C -0.256070 -2.327358 -1.290228
20 C -3.052381 -1.943445 0.509835
21 C -1.938574 2.800634 2.027133
22 C 0.983604 0.161730 -3.229415
23 H 1.401835 -5.258630 -0.720451
24 H 3.177784 2.211311 1.231003
25 H 4.170581 1.560684 2.554126
26 H -2.684092 3.015672 2.807014
27 H -0.539958 -4.344969 -2.013524
28 H -2.108140 -2.451568 0.743816
29 H 3.005636 -3.656415 0.360861
30 H 0.612334 -0.865502 -3.377472
31 H -2.467469 2.648832 -2.090908
32 H 3.803761 0.528764 1.164205
33 H -3.223179 0.656131 -2.721797
34 H 2.698715 -1.917434 -2.789355
35 Sn 0.197162 0.675811 -0.059962
36 C 2.193707 0.822111 2.545858
37 H 2.134925 -0.536081 4.181901
38 H -1.953453 -1.278775 2.956366
39 C 2.247402 0.143114 -2.411278
40 C 2.573079 1.152525 -1.540999
41 H -3.778966 3.334099 -1.119782
42 H -3.211461 -1.043586 -2.179042
43 H 1.955709 2.863935 -0.303142
44 H -1.184747 0.283148 3.344019
45 C -2.762555 1.715042 -0.190992
46 C -2.388162 1.671572 1.185514
47 H -0.989081 2.579570 2.538309
48 C 2.091774 -3.311310 -0.113914
49 C 1.209637 -4.191824 -0.739230
50 H -1.147150 -1.947911 -1.811172
51 H 1.507598 1.093846 4.549749
52 H 2.465526 -1.253168 0.426396
53 C 1.624280 2.149275 -1.063268
54 H -2.912372 0.031096 3.681379
55 C 2.271040 0.536851 3.995022
56 C -2.104850 -0.189602 2.961987
57 C -2.462008 0.304826 1.619092
58 C 3.387224 1.308738 1.827152
59 O 1.088729 0.618558 1.962840
60 H 3.995777 -1.035274 -1.938171
61 H 3.724955 -0.788392 -3.675021

Cartesian forces (eV/Å) of the 6 atoms listed first:
0.30 0.76 1.01
0.32 -0.02 -0.12
0.00 -0.18 0.26
0.48 0.05 0.07
0.12 0.05 -0.19
0.09 -0.16 -0.13

Summary:
LUMO level (alpha / beta), Eh: -0.171 / -0.172
Orbital gap (alpha / beta), eV: 4.727 / 4.803
Spin multiplicity: 1
Molecular weight, g mol⁻¹: 458.3
Energy above the lowest of the compared OMol25 structures with the same formula, charge and spin, eV: 0.382
Total charge: +1

No. 3
Here is a 9-piece molecular cluster, C11H37O11 overall at a distorted geometry from OMol25. Energies are from ωB97M-V/def2-TZVPD.

Element x y z (Å)
1 O -2.584183 -0.217939 1.862523
2 H 1.067792 -4.536912 -1.164787
3 O -0.300659 -2.286461 -1.528966
4 H 1.491620 -2.452127 -2.314180
5 C -0.251026 0.723628 -0.019261
6 C -0.608963 -3.437160 -0.757588
7 H 1.753678 -0.630880 -3.237548
8 H 0.524090 -4.885384 0.323109
9 H -2.141818 0.435188 3.710673
10 H 1.651339 0.162114 -0.527945
11 H -1.664964 -2.836378 2.569832
12 C 2.570950 -1.275506 -3.034223
13 H -0.299135 -1.632333 1.425341
14 O 4.165330 2.078890 -0.189630
15 H -2.264018 1.761786 2.881870
16 O -3.463668 1.337917 -0.761983
17 H -1.011879 -3.151119 0.183389
18 H 3.362878 2.724012 -0.050381
19 H -2.497595 0.169756 -2.333303
20 O -0.707861 3.906320 1.792163
21 H -4.240171 0.180322 -2.095525
22 O 1.098872 0.887208 -0.402373
23 H 3.252346 -1.255231 -3.868275
24 H -1.757254 -0.298006 1.313133
25 O -0.940127 3.585367 -2.089169
26 O -1.002026 1.688933 0.121274
27 H 1.350908 -3.460158 0.457473
28 H -1.770981 -5.089549 -0.790074
29 C 0.666339 4.285107 1.855372
30 H -0.705298 -3.287446 3.898908
31 H -0.346321 -3.744101 2.526535
32 H 5.582667 2.370156 1.269700
33 O 0.041482 -1.741550 2.358970
34 C 0.658687 -4.110993 -0.263422
35 H -3.705733 0.589017 3.040362
36 H -0.705721 5.336238 -1.071002
37 H 4.321858 1.919298 1.921043
38 C -2.641236 0.686921 2.873945
39 H 0.714120 5.219648 1.261635
40 C 4.790484 1.715121 1.005172
41 H -2.192523 -3.831109 -2.062424
42 H 3.099652 -0.761268 -2.290530
43 C -3.333843 0.213007 -1.559809
44 H 0.257602 5.252018 -2.430669
45 C -1.407227 -4.450073 -1.638619
46 H -0.693477 3.027053 1.043170
47 H 0.986887 4.462752 2.775842
48 H -3.168604 -0.683832 -1.119781
49 H -0.698860 2.950367 -1.262030
50 H -0.768814 -4.788356 -2.347684
51 C -0.694606 -2.870048 2.819747
52 H 1.136187 3.409314 1.395447
53 H -0.758539 -1.523225 -1.246370
54 H 0.574805 4.307900 -0.838907
55 C -0.139467 4.649380 -1.509696
56 H 5.244329 0.761398 1.136604
57 O 2.261538 -2.627583 -2.712600
58 O -0.588390 -0.445962 0.166233
59 H -2.571453 1.514550 -0.470711

Cartesian forces (eV/Å) of the 6 atoms listed first:
1.39 -1.33 -2.46
1.42 0.22 -0.17
1.33 -2.00 -1.46
-5.25 -0.23 2.88
2.28 -1.71 -0.29
1.08 -0.14 -0.37

Summary:
LUMO level, Eh: 0.101
Orbital gap, eV: 8.980
Spin multiplicity: 1
Molecular weight, g mol⁻¹: 345.4
Total charge: -1

No. 4
Here is C47H52ClN5O8PSW as an isolated structure at a distorted geometry from OMol25. Energies are from ωB97M-V/def2-TZVPD.

Element x y z (Å)
1 C -4.234937 -1.433841 1.554434
2 O -2.976537 0.603959 1.122934
3 H -1.180037 -3.456941 -1.157566
4 C -1.511137 -2.446841 2.614734
5 H 0.868263 5.049659 2.573234
6 C 1.933163 -4.779141 -3.485266
7 C 1.645663 -3.462041 -3.769366
8 N -1.411137 2.752359 1.654034
9 H 4.656163 1.850559 0.227734
10 H 1.141063 -3.196241 -4.686566
11 P -2.331937 -1.063141 3.512434
12 H -0.240237 -5.666641 0.870334
13 H -1.487337 5.245759 3.607734
14 C -3.174337 5.493859 -3.483566
15 O -4.151037 5.288659 4.329734
16 C 6.558763 -1.754941 0.269834
17 C 0.029563 -3.559341 1.133534
18 H 2.233363 1.397259 1.041434
19 H -5.041037 2.979659 1.364534
20 H 6.704763 -0.377241 -2.173366
21 C -0.418137 -2.407441 1.757434
22 C 2.733963 -2.811041 -1.701666
23 H -2.126237 -5.781841 2.468734
24 C 4.475463 1.421559 -0.755466
25 C -1.902337 2.214659 -1.191666
26 H 2.852263 -6.176641 -2.134166
27 H 5.760263 -2.490841 0.261534
28 C 5.131963 -0.242841 1.643634
29 C -4.283337 0.809559 2.814934
30 H -7.422137 -0.461841 2.148934
31 N 0.885463 1.489559 -0.642566
32 H -0.924137 -3.590241 -2.917566
33 C -3.686737 1.718759 1.688834
34 H 4.889763 2.088459 -1.517466
35 C 0.643563 4.095759 2.103134
36 H 3.618763 -2.162941 0.120734
37 H -6.118537 -2.229541 1.060434
38 N 2.509663 1.413059 -2.180866
39 H -3.664137 -2.237541 1.105534
40 C 4.384663 -1.018841 -1.573666
41 H -6.323637 1.435559 3.272434
42 H -0.633437 -0.080141 4.867734
43 H -4.066237 -1.517841 -3.637766
44 C 2.044363 -2.472241 -2.869866
45 H -2.176637 4.634859 -0.359466
46 H 5.642163 -0.749441 2.460634
47 H -3.337437 4.129159 -5.128166
48 O 1.037963 1.309359 3.603734
49 H -2.901237 6.602959 -1.668366
50 H 0.496163 1.555859 -2.753266
51 C 2.611163 -5.144541 -2.329866
52 W -1.051137 1.206959 0.184434
53 C -0.587137 -4.774041 1.371934
54 C -3.455937 -0.323741 2.177334
55 H 4.966263 0.783959 1.956534
56 C -1.653837 -4.833941 2.256734
57 C 1.218163 1.473359 -1.960966
58 C -4.236437 4.441359 3.447934
59 S -0.676237 -1.335741 -2.182166
60 H -2.684637 -0.083141 -2.182066
61 O 0.092563 0.469459 1.799534
62 N 3.063363 1.366359 -0.951366
63 H 6.907563 1.651759 0.597234
64 C 3.007163 -4.140041 -1.442166
65 C -2.890437 3.823859 2.962234
66 H 4.165663 -0.711441 1.502534
67 C -2.839337 5.629559 -2.138366
68 H 0.930263 4.123059 1.050834
69 H 0.861963 -3.502641 0.446434
70 H -2.626637 2.181259 -3.839066
71 C -0.796437 3.769259 2.240934
72 C -2.198437 -0.653041 -2.986266
73 C 0.123263 0.723559 3.027234
74 H 7.941063 0.488159 -0.213266
75 H -2.626137 -2.202141 -4.418066
76 H 3.553163 -4.423941 -0.551766
77 C -2.705837 2.761259 2.122534
78 C -6.345637 -0.375941 2.158334
79 C -5.758037 0.653159 2.790934
80 H 7.699063 0.381559 1.527634
81 O -5.211437 3.999759 2.819834
82 C 5.255063 0.083059 -0.927666
83 O -4.621537 2.251559 0.820334
84 C -2.909637 -2.885341 -2.391966
85 H 7.200063 -1.966641 1.124834
86 C -2.433237 4.542859 -1.405466
87 H -1.895737 0.027459 -3.777866
88 O 6.225563 0.419659 -1.921166
89 C -2.114137 -3.681741 2.861834
90 H -3.950337 1.122259 3.809734
91 H 2.447163 -1.026841 -0.563966
92 C 6.007163 -0.325341 0.386434
93 H 7.160763 -1.880941 -0.630466
94 C -1.063837 0.248259 3.912534
95 O -0.769437 -0.846741 -0.769966
96 C -3.085737 4.244059 -4.080366
97 H -3.343137 -3.837741 -2.704466
98 H 1.224163 3.308059 2.588534
99 C -5.582537 -1.418041 1.533534
100 H 3.949063 -0.554441 -2.461966
101 H 5.059963 -1.805741 -1.928666
102 C -2.339637 3.252759 -1.990366
103 N -1.662437 4.430959 3.039834
104 C -1.422337 -3.029241 -2.128166
105 H 1.877263 -1.436541 -3.111866
106 H -2.959637 -3.719941 3.535434
107 C -2.681437 3.146659 -3.357866
108 C 7.211363 0.609559 0.583234
109 C -3.030837 -1.820941 -3.476266
110 H -1.652737 1.146059 4.149434
111 H -3.421537 -2.537741 -1.491666
112 C 2.072163 1.423059 -0.017166
113 H 0.086363 -1.478741 1.563934
114 C 3.254263 -1.719541 -0.806166
115 Cl 1.458863 -6.007641 -4.616966
116 H -3.499437 6.346959 -4.062366

Cartesian forces (eV/Å) of the 6 atoms listed first:
-0.77 0.03 -0.29
0.24 -0.19 0.21
0.15 0.05 0.00
-0.04 0.03 0.34
0.04 0.10 0.00
0.19 -0.35 0.28

Summary:
LUMO level (alpha / beta), Eh: 0.066 / 0.066
Orbital gap (alpha / beta), eV: 4.410 / 4.411
Spin multiplicity: 1
Molecular weight, g mol⁻¹: 1097.3
Total charge: -1